[1]
Here is a cluster of 8 separate species, C27H34F7IO24 in total from the OMol25 dataset. Energies are from the ωB97M-V functional and the def2-TZVPD basis.

Output
Kohn-Sham gap, eV: 9.497
LUMO level, eV: -0.1
M, g mol⁻¹: 1002.4
Energy relative to the best compared isomer or geometry (same formula, charge and spin), kJ/mol: 0.0
Structure (SMILES): CCO[C@@H](OC)[C@H](I)OC.O=C1OC[C@@H](F)O1.O=C1OC[C@@H](F)O1.O=C1OC[C@@H](F)O1.O=C1OC[C@@H](F)O1.O=C1OC[C@@H](F)O1.O=C1OC[C@@H](F)O1.O=C1OC[C@@H](F)O1
Energy, Ha: -3851.808487

Cartesian coordinates (Å):
C1 2.21682 2.17656 0.81659
C2 1.15407 3.15801 1.21869
O1 1.10273 4.17008 0.21121
C3 0.39493 5.32570 0.57667
O2 1.11385 6.44454 0.15516
C4 2.14439 6.80916 1.05922
C5 -0.94954 5.27968 -0.16817
I1 -1.80302 7.26087 -0.44699
O3 -1.85388 4.38469 0.37479
C6 -2.20824 4.61053 1.73426
H1 3.20239 2.61861 0.86548
H2 2.18110 1.27818 1.41689
H3 2.02215 1.89987 -0.21075
H4 0.20572 2.62881 1.25084
H5 1.39330 3.59758 2.18237
H6 0.27807 5.38164 1.65625
H7 1.73540 7.01259 2.04277
H8 2.88809 6.01827 1.11138
H9 2.61988 7.69157 0.66535
H10 -0.73636 4.91695 -1.15701
H11 -2.51479 5.63384 1.91574
H12 -1.41438 4.30811 2.40237
H13 -3.04740 3.96629 1.94324
O4 2.88353 -2.14782 3.06214
C7 2.53283 -2.19973 1.93216
O5 1.69468 -3.14224 1.42975
C8 1.38289 -2.78439 0.07492
C9 2.55615 -1.90792 -0.29289
F1 2.19652 -0.92826 -1.15302
O6 2.90636 -1.32466 0.95873
H14 0.44351 -2.23002 0.05038
H15 1.29323 -3.67041 -0.54747
H16 3.41702 -2.44292 -0.69462
O7 -2.06738 -6.61938 4.90924
C10 -1.85802 -5.70074 4.19399
O8 -1.02716 -4.67054 4.46854
C11 -0.92855 -3.84994 3.29588
C12 -2.20591 -4.19022 2.57011
F2 -2.05941 -4.13179 1.22017
O9 -2.42867 -5.53829 2.95759
H17 -0.05027 -4.13661 2.72297
H18 -0.85465 -2.79927 3.56504
H19 -3.07028 -3.58819 2.85316
O10 -5.24031 0.60244 1.71913
C13 -5.07191 1.24196 0.73455
O11 -4.73360 2.55080 0.71323
C14 -4.45603 2.91758 -0.64689
C15 -5.23154 1.87365 -1.41418
F3 -4.62864 1.53971 -2.57775
O12 -5.19291 0.75918 -0.53268
H20 -3.38493 2.84406 -0.82862
H21 -4.78369 3.93338 -0.84977
H22 -6.27121 2.13500 -1.61700
O13 5.08845 -1.30706 -2.51988
C16 5.46044 -0.23871 -2.17233
O14 4.88981 0.49510 -1.18425
C17 5.70958 1.64834 -0.95788
C18 6.43336 1.77431 -2.27556
F4 7.68608 2.27064 -2.11802
O15 6.51957 0.42917 -2.71032
H23 6.39985 1.45207 -0.13634
H24 5.10120 2.51602 -0.71738
H25 5.90421 2.36436 -3.02551
O16 4.53489 1.35256 -7.58365
C19 5.34729 2.15288 -7.27896
O17 5.95908 3.00933 -8.13779
C20 6.75910 3.91780 -7.37326
C21 6.98704 3.13064 -6.10631
F5 7.07898 3.94034 -5.01910
O18 5.80754 2.35478 -6.00371
H26 6.19653 4.83205 -7.17991
H27 7.67739 4.16274 -7.89980
H28 7.85624 2.47171 -6.13554
O19 -10.73525 -2.79579 3.71386
C22 -9.64033 -2.52066 3.36177
O20 -9.27520 -1.33421 2.81460
C23 -7.84972 -1.33172 2.66159
C24 -7.53810 -2.80883 2.62764
F6 -6.33331 -3.09409 3.17967
O21 -8.56334 -3.35741 3.43720
H29 -7.38918 -0.84560 3.52168
H30 -7.55475 -0.80886 1.75697
H31 -7.58608 -3.25934 1.63506
O22 -0.88758 -9.05449 -2.05249
C25 -0.77718 -8.58637 -0.97292
O23 -0.89915 -9.27459 0.19052
C26 -0.54871 -8.39900 1.26846
C27 -0.79265 -7.04245 0.65374
F7 0.07682 -6.10811 1.12805
O24 -0.51764 -7.26842 -0.71665
H32 0.50231 -8.53905 1.52526
H33 -1.16399 -8.59075 2.14403
H34 -1.81052 -6.67593 0.76434

---

[2]
Here is a cluster of 2 separate species, C4H13N2O2S in total at a distorted geometry from the OMol25 dataset. Energies are from the ωB97M-V functional and the def2-TZVPD basis.

Output
Kohn-Sham gap, eV: 5.439
Charge: -1
LUMO level, eV: 3.5
M, g mol⁻¹: 153.2
Energy relative to the best compared isomer or geometry (same formula, charge and spin), kJ/mol: 99.5
Energy, Ha: -818.303940

Cartesian coordinates (Å):
C1 -0.01971 0.02193 -1.22052
N1 0.05134 -1.25093 -0.65119
C2 -1.13114 -2.11390 -0.36644
O1 -1.76928 -1.70454 0.85684
C3 -0.34890 1.24351 -0.35941
C4 0.71717 1.63241 0.54367
S1 2.32085 1.71222 0.37588
N2 -0.81622 2.33226 -1.47617
H1 -0.59773 -0.01639 -2.18739
H2 1.08806 0.34327 -1.49475
H3 0.52952 -1.26819 0.21467
H4 -0.67270 -3.03248 -0.02440
H5 -1.84519 -2.21775 -1.17676
H6 -1.29355 1.04426 0.22299
H7 -2.30002 -0.88313 0.73957
H8 0.43868 1.73231 1.52747
H9 2.89575 0.48588 0.37940
H10 -1.07403 3.25214 -1.05972
H11 0.01516 2.61720 -2.03612
H12 1.76674 -1.23135 1.75749
H13 0.56141 -1.24117 2.77859
O2 1.48381 -1.45756 2.65629